a.
ORCA calculation (ωB97M-V with the def2-TZVPD basis set) on a single C17H21N5O2S molecule.

Calculated values
LUMO energy   0.59 eV
Kohn-Sham gap   9.19 eV
SMILES   Cc1cccc(C(=O)N[C@H](C)/C=C/C(=O)N[C@H](C)c2nncs2)c1N
HOMO level   -8.60 eV

Bonds (Å) are listed after each position.
Geometry (Å):
1 C -5.790 -2.876 -0.002  C2 1.501, H26 1.090, H27 1.092, H28 1.089
2 C -4.656 -2.851 -0.985  C1 1.501, C3 1.389, C24 1.402
3 C -4.860 -3.198 -2.315  C2 1.389, C4 1.386, H29 1.084
4 C -3.819 -3.208 -3.231  C3 1.386, C5 1.383, H30 1.082
5 C -2.548 -2.859 -2.816  C4 1.383, C6 1.393, H31 1.083
6 C -2.322 -2.489 -1.492  C5 1.393, C7 1.499, C24 1.401
7 C -0.929 -2.160 -1.045  C6 1.499, O8 1.222, N9 1.360
8 O -0.445 -2.596 -0.011  C7 1.222
9 N -0.235 -1.358 -1.897  C7 1.360, C10 1.465, H32 1.006
10 C 1.119 -0.865 -1.629  N9 1.465, C11 1.528, C12 1.503, H33 1.092
11 C 2.132 -2.003 -1.515  C10 1.528, H34 1.090, H35 1.087, H36 1.090
12 C 1.135 0.014 -0.410  C10 1.503, C13 1.325, H37 1.085
13 C 1.611 1.251 -0.402  C12 1.325, C14 1.487, H38 1.086
14 C 1.614 2.051 0.852  C13 1.487, O15 1.220, N16 1.367
15 O 1.112 1.669 1.896  C14 1.220
16 N 2.211 3.276 0.749  C14 1.367, C17 1.456, H39 1.008
17 C 2.435 4.078 1.944  N16 1.456, C18 1.520, C19 1.511, H40 1.089
18 C 2.659 5.533 1.564  C17 1.520, H41 1.089, H42 1.090, H43 1.089
19 C 3.605 3.524 2.724  C17 1.511, N20 1.296, S23 1.717
20 N 4.833 3.832 2.445  C19 1.296, N21 1.362
21 N 5.736 3.188 3.236  N20 1.362, C22 1.295
22 C 5.159 2.420 4.104  N21 1.295, S23 1.711, H44 1.079
23 S 3.452 2.384 3.998  C19 1.717, C22 1.711
24 C -3.375 -2.467 -0.567  C2 1.402, C6 1.401, N25 1.413
25 N -3.159 -2.197 0.803  C24 1.413, H45 1.009, H46 1.008
26 H -5.497 -3.410 0.902  C1 1.090
27 H -6.071 -1.867 0.308  C1 1.092
28 H -6.669 -3.350 -0.436  C1 1.089
29 H -5.854 -3.494 -2.629  C3 1.084
30 H -3.997 -3.508 -4.255  C4 1.082
31 H -1.713 -2.896 -3.505  C5 1.083
32 H -0.760 -0.906 -2.625  N9 1.006
33 H 1.381 -0.254 -2.496  C10 1.092
34 H 3.137 -1.589 -1.427  C11 1.090
35 H 1.923 -2.616 -0.642  C11 1.087
36 H 2.088 -2.630 -2.407  C11 1.090
37 H 0.747 -0.406 0.511  C12 1.085
38 H 2.012 1.709 -1.302  C13 1.086
39 H 2.821 3.443 -0.036  N16 1.008
40 H 1.535 3.974 2.549  C17 1.089
41 H 2.798 6.138 2.458  C18 1.089
42 H 3.557 5.633 0.955  C18 1.090
43 H 1.799 5.908 1.011  C18 1.089
44 H 5.718 1.834 4.818  C22 1.079
45 H -2.274 -2.547 1.137  N25 1.009
46 H -3.358 -1.259 1.112  N25 1.008



b.
ORCA calculation (ωB97M-V with the def2-TZVPD basis set) on a single C17H21N5O2S molecule.

Calculated values
LUMO energy   0.61 eV
Kohn-Sham gap   8.95 eV
SMILES   Cc1cccc(C(=O)N[C@H](C)/C=C/C(=O)N[C@H](C)c2nncs2)c1N
HOMO level   -8.33 eV

Bonds (Å) are listed after each position.
Geometry (Å):
1 C -1.769 6.110 1.573  C2 1.501, H26 1.094, H27 1.091, H28 1.089
2 C -2.478 4.917 1.002  C1 1.501, C3 1.383, C24 1.407
3 C -3.592 5.063 0.195  C2 1.383, C4 1.390, H29 1.084
4 C -4.242 3.962 -0.350  C3 1.390, C5 1.379, H30 1.081
5 C -3.746 2.701 -0.097  C4 1.379, C6 1.397, H31 1.083
6 C -2.623 2.515 0.713  C5 1.397, C7 1.497, C24 1.404
7 C -2.090 1.134 0.940  C6 1.497, O8 1.226, N9 1.360
8 O -1.517 0.798 1.970  C7 1.226
9 N -2.283 0.260 -0.084  C7 1.360, C10 1.465, H32 1.005
10 C -1.804 -1.124 -0.070  N9 1.465, C11 1.528, C12 1.504, H33 1.092
11 C -2.440 -1.939 1.055  C10 1.528, H34 1.090, H35 1.087, H36 1.090
12 C -0.303 -1.183 -0.009  C10 1.504, C13 1.325, H37 1.085
13 C 0.443 -1.788 -0.922  C12 1.325, C14 1.488, H38 1.087
14 C 1.924 -1.835 -0.786  C13 1.488, O15 1.219, N16 1.366
15 O 2.533 -1.303 0.126  C14 1.219
16 N 2.570 -2.511 -1.783  C14 1.366, C17 1.455, H39 1.008
17 C 3.999 -2.766 -1.687  N16 1.455, C18 1.520, C19 1.511, H40 1.089
18 C 4.583 -3.021 -3.067  C17 1.520, H41 1.089, H42 1.090, H43 1.089
19 C 4.257 -3.927 -0.755  C17 1.511, N20 1.295, S23 1.719
20 N 4.171 -5.162 -1.136  C19 1.295, N21 1.363
21 N 4.392 -6.049 -0.126  N20 1.363, C22 1.294
22 C 4.647 -5.453 0.994  N21 1.294, S23 1.712, H44 1.079
23 S 4.626 -3.743 0.914  C19 1.719, C22 1.712
24 C -2.008 3.627 1.309  C2 1.407, C6 1.404, N25 1.402
25 N -0.836 3.519 2.072  C24 1.402, H45 1.013, H46 1.014
26 H -1.871 6.157 2.661  C1 1.094
27 H -0.701 6.062 1.356  C1 1.091
28 H -2.173 7.034 1.163  C1 1.089
29 H -3.954 6.062 -0.020  C3 1.084
30 H -5.122 4.093 -0.966  C4 1.081
31 H -4.257 1.837 -0.504  C5 1.083
32 H -2.547 0.647 -0.973  N9 1.005
33 H -2.125 -1.548 -1.024  C10 1.092
34 H -2.153 -2.986 0.955  C11 1.090
35 H -2.113 -1.576 2.026  C11 1.087
36 H -3.526 -1.867 0.999  C11 1.090
37 H 0.179 -0.714 0.842  C12 1.085
38 H -0.006 -2.268 -1.788  C13 1.087
39 H 2.033 -3.119 -2.381  N16 1.008
40 H 4.436 -1.869 -1.251  C17 1.089
41 H 5.658 -3.180 -2.999  C18 1.089
42 H 4.146 -3.915 -3.512  C18 1.090
43 H 4.391 -2.163 -3.711  C18 1.089
44 H 4.849 -5.994 1.906  C22 1.079
45 H -0.934 3.959 2.979  N25 1.013
46 H -0.624 2.544 2.249  N25 1.014



Result of the stability comparison: b is the most stable of them.